1.
A structure of composition C48H56CdN6O2, computed with the ωB97M-V functional and the def2-TZVPD basis.

```
113
Properties=species:S:1:pos:R:3
Cd -0.00094 0.12313 -0.37924
C -2.00315 -2.60994 5.26854
C -2.15066 -1.12226 4.91894
C -2.18990 -0.85015 3.44349
C -3.31179 -0.72500 2.62173
C -4.71892 -0.96472 3.09248
C -5.22006 -2.37980 2.77254
C -2.80860 -0.43599 1.32086
N -1.47476 -0.39394 1.33486
C -1.05888 -0.64541 2.61910
C 0.28798 -0.79608 3.03739
C 1.46694 -0.74743 2.34261
C 2.76316 -1.02586 2.92790
C 3.00822 -1.40775 4.35644
C 3.03896 -0.19834 5.30252
C 3.67950 -0.89959 1.92801
C 2.94946 -0.50394 0.72478
C 3.58156 -0.23379 -0.51073
C 3.01123 0.25325 -1.69170
N 1.72744 0.58996 -1.89467
C 1.62389 1.06930 -3.19544
C 0.49394 1.49526 -3.81959
C -0.84045 1.56190 -3.28634
N -1.14017 1.23959 -1.99613
C -2.46624 1.33580 -1.86235
C -2.65736 2.19929 0.31109
C -3.08194 1.74500 -3.04709
C -2.02968 1.87604 -3.97532
C -2.12175 2.38147 -5.38591
C -1.67475 3.84517 -5.52205
C -4.54527 1.97212 -3.28498
C -4.98108 3.43202 -3.08028
C 2.94409 1.02010 -3.83196
C 3.80028 0.51983 -2.91262
C 5.26888 0.27002 -3.05370
C 6.12978 1.38740 -2.44456
C 3.26287 1.53369 -5.20277
C 3.43224 3.06110 -5.22665
N 1.63883 -0.43199 0.99749
C 5.16566 -1.05300 2.01295
C 5.88748 0.29373 2.17786
H -1.89085 -2.76381 6.34880
H -1.12763 -3.03046 4.76579
H -2.87781 -3.17387 4.93259
H -1.31816 -0.56831 5.36299
H -3.05541 -0.73143 5.39134
H -5.41372 -0.23508 2.67733
H -4.74977 -0.82366 4.17664
H -5.17373 -2.57284 1.69749
H -6.25212 -2.53158 3.11245
H -4.58391 -3.12409 3.25853
H 0.40007 -1.03529 4.09126
H 3.95850 -1.94172 4.43075
H 2.23203 -2.10174 4.68643
H 3.82943 0.49654 5.00743
H 3.21829 -0.50520 6.33781
H 2.09173 0.34348 5.26163
H 4.65252 -0.39936 -0.53604
H 0.60856 1.81020 -4.85285
H -2.08185 3.00616 -0.13595
H -3.15338 2.28919 -5.74156
H -1.50426 1.76602 -6.05039
H -2.29439 4.49104 -4.89535
H -1.74131 4.19839 -6.55832
H -0.64257 3.95486 -5.18233
H -5.11922 1.33026 -2.61511
H -4.80132 1.66082 -4.30295
H -4.75319 3.75089 -2.05975
H -6.05509 3.56854 -3.25351
H -4.43679 4.09041 -3.76268
H 5.52238 0.15805 -4.11073
H 5.52032 -0.67673 -2.56724
H 5.95205 2.33283 -2.96416
H 7.19751 1.15375 -2.51300
H 5.87266 1.53363 -1.39310
H 2.46946 1.25162 -5.89976
H 4.18234 1.06480 -5.56421
H 2.52435 3.54474 -4.85967
H 3.64368 3.43035 -6.23562
H 4.25188 3.36041 -4.56876
H 5.53699 -1.54647 1.10964
H 5.42153 -1.70331 2.85357
H 5.61896 0.96614 1.35918
H 6.97670 0.17259 2.18814
H 5.58434 0.77292 3.11278
C -2.50742 -2.95402 -2.54770
C -2.26567 -1.87980 -1.49492
O -1.03390 -1.73175 -1.19787
C -3.38734 -1.22885 -1.01816
C -3.53924 -0.13056 0.00979
C -5.03519 0.11921 0.20378
N -3.00373 1.22836 -0.52264
N -2.99537 2.23830 1.58115
C -2.10786 2.85345 2.39908
O -0.96850 3.22398 2.11079
C -2.56714 2.98034 3.82797
C -1.62482 2.84481 4.84334
C -2.00563 2.97362 6.17185
C -3.32965 3.26195 6.49391
C -4.27049 3.40036 5.48033
C -3.89060 3.24596 4.15162
H -2.12818 -3.90860 -2.17038
H -1.93038 -2.69803 -3.44189
H -3.56213 -3.06168 -2.81501
H -4.32869 -1.52854 -1.46660
H -5.47231 0.36736 -0.76315
H -5.20165 0.95205 0.89074
H -5.53301 -0.77649 0.57611
H -0.59968 2.63180 4.56160
H -1.27092 2.85057 6.96060
H -3.62633 3.36852 7.53141
H -5.30342 3.62120 5.72805
H -4.61928 3.31541 3.35186
```

Calculated values
* net charge: -2
* relative energy (zero: lowest compared OMol25 entry of this formula, charge and spin): 0.00 kJ/mol
* E_LUMO: 4.4 eV
* HOMO energy: -0.41 eV
* gap between HOMO and LUMO: 0.177 hartree

2.
A cluster of 5 separate species, C48H56F5O7Si in total at a distorted geometry, computed with the ωB97M-V functional and the def2-TZVPD basis.

```
117
Properties=species:S:1:pos:R:3
C 4.19215 2.28214 1.70637
Si 3.57640 1.47054 0.06307
C 4.94883 1.78121 -1.23055
C 1.91393 2.29223 -0.35344
C 1.99990 3.88786 -0.31321
C 0.83700 4.55939 0.51225
C 0.83089 4.13189 2.04862
C -0.68585 4.21740 2.55542
C -1.35434 2.78565 2.44132
C -2.78774 2.92267 1.72717
C -3.94720 2.17616 2.51410
C -4.75976 1.13062 1.61188
C -5.30521 1.98801 0.41500
C -6.48318 1.31881 -0.38886
C -7.25346 2.34262 -1.34412
F -6.80432 3.68154 -1.20678
O -5.88357 0.84372 2.47443
C -5.84285 -0.51752 2.80252
O -6.73305 -1.16318 3.24903
O -4.55833 -0.96970 2.46622
C -4.02157 -0.21248 1.33229
C -2.45388 -0.31592 1.47855
O -2.06488 -0.35542 2.87618
O -1.52513 -1.59808 3.16346
C -4.44094 -1.09099 0.08578
O -5.25464 -2.02061 0.17216
O -3.89803 -0.80229 -1.08275
C 3.44029 -0.39845 0.45599
C 2.42997 -0.76743 1.47864
C 2.33251 -2.18437 1.83934
C 3.19981 -3.18730 1.22423
C 4.17788 -2.83259 0.19255
C 4.32412 -1.35905 -0.21661
H 4.21691 3.39976 1.65989
H 3.52138 1.94575 2.54974
H 5.21670 1.84829 1.90378
H 5.51152 2.72781 -1.02681
H 5.71148 0.94710 -1.18463
H 4.50503 1.76336 -2.26621
H 1.15336 1.97325 0.41300
H 1.55859 2.00518 -1.38639
H 1.89667 4.26406 -1.37634
H 2.99251 4.27277 0.05359
H 0.96249 5.68263 0.47467
H -0.13722 4.32895 0.00147
H 1.22819 3.09003 2.18722
H 1.47573 4.81203 2.66922
H -1.18782 4.98768 1.89856
H -0.76059 4.60534 3.60782
H -0.68225 2.14936 1.78982
H -1.42989 2.23611 3.41850
H -2.66341 2.37601 0.74497
H -3.03587 3.97980 1.45752
H -4.70400 2.93338 2.88068
H -3.52272 1.67258 3.42967
H -4.50533 2.34416 -0.28990
H -5.72552 2.93678 0.86890
H -6.04603 0.55069 -1.09699
H -7.20806 0.77706 0.28543
H -8.37413 2.24026 -1.23789
H -7.04302 2.05201 -2.41665
H -1.87411 0.43221 0.88191
H -2.16635 -1.32664 1.06540
H -2.25022 -2.07281 3.62597
H 1.78277 0.02238 1.94343
H 1.59938 -2.47610 2.62698
H 3.09293 -4.24845 1.56044
H 4.85264 -3.58126 -0.28958
H 5.09427 -1.10499 -0.97715
F -2.82254 3.64053 -1.59538
C -3.19841 3.29209 -2.83975
C -2.61367 3.92190 -3.92402
C -2.99719 3.55941 -5.20920
C -3.96700 2.58016 -5.39333
C -4.54961 1.95907 -4.29403
C -4.15996 2.31279 -3.00998
H -1.86551 4.68814 -3.75981
H -2.54068 4.04026 -6.06654
H -4.26856 2.30070 -6.39671
H -5.30789 1.19841 -4.43768
H -4.59522 1.83324 -2.14497
F -1.97206 6.21206 5.37923
C -2.54487 5.25231 6.12727
C -2.24808 5.17745 7.47642
C -2.84383 4.18894 8.24998
C -3.71991 3.28207 7.66351
C -4.00556 3.36578 6.30571
C -3.41895 4.35976 5.53370
H -1.55695 5.88776 7.91357
H -2.62478 4.12512 9.30931
H -4.18071 2.50864 8.26723
H -4.68525 2.65648 5.84786
H -3.63721 4.44484 4.47589
F 4.81916 -2.82160 -2.53434
C 4.43514 -3.84895 -3.31086
C 3.08569 -4.06633 -3.52495
C 2.68793 -5.12449 -4.33064
C 3.64310 -5.95827 -4.90350
C 4.99544 -5.73133 -4.67604
C 5.39519 -4.66653 -3.87895
H 2.35710 -3.41106 -3.06322
H 1.63436 -5.30023 -4.51173
H 3.33054 -6.78717 -5.52917
H 5.73781 -6.38412 -5.11942
H 6.44442 -4.46874 -3.69716
F 6.94574 -7.38523 -2.83783
C 7.07889 -8.55465 -3.48272
C 8.31986 -9.16507 -3.53457
C 8.45582 -10.37791 -4.19812
C 7.35312 -10.96175 -4.81109
C 6.11290 -10.33730 -4.75685
C 5.97190 -9.12985 -4.08502
H 9.16960 -8.69179 -3.05811
H 9.42151 -10.86761 -4.23779
H 7.46199 -11.90613 -5.33204
H 5.25475 -10.79096 -5.23831
H 5.01056 -8.63447 -4.02619
```

Calculated values
* net charge: -1
* E_LUMO: 1.9 eV
* HOMO energy: -4.98 eV
* gap between HOMO and LUMO: 0.252 hartree